No. 1
The following is a quantum chemistry calculation of 2 unconnected molecules or ions with the total composition C14H20Cl2N2OP in a non-equilibrium geometry, from the Open Molecules 2025 dataset.

Calculated values
Relative energy (zero: lowest compared OMol25 entry of this formula, charge and spin)   6.84 kcal per mole
HOMO-LUMO gap   8.37 eV
Calculated total energy   -1991.62055 Eh

ORCA input file:
```
! wB97M-V def2-TZVPD RIJCOSX def2/J DEFGRID3
* xyz 1 1
C 2.02357 0.52646 3.57634
C 0.99591 1.07323 3.27826
C -0.26558 1.81809 3.08775
P -1.65627 0.71137 2.43860
C -2.96792 0.91302 3.74096
C -4.28591 0.21674 3.38087
O -5.26247 0.50570 4.00546
C -1.03330 -1.01426 2.47941
Cl -0.78717 -1.72894 0.86872
C -0.73559 -1.75884 3.55379
C -0.87532 -1.24292 4.96383
Cl -0.13830 -3.39641 3.36039
H 3.00247 0.22466 3.84870
H -0.56551 2.35141 3.98630
H -0.09064 2.53744 2.29091
H -3.20169 1.97989 3.75076
H -2.65289 0.66628 4.75374
H -4.35039 -0.50853 2.55551
H -1.90489 -1.39126 5.29036
H -0.55755 -0.21181 5.05937
H -0.27175 -1.88175 5.60572
C 3.85598 1.29398 -4.77295
C 2.66479 0.54091 -5.32584
N 1.69936 0.13330 -4.28781
C 1.84161 0.22020 -2.92192
C 0.72318 -0.31460 -2.37202
N -0.08100 -0.71560 -3.40983
C 0.52315 -0.42745 -4.55787
C -1.38784 -1.36582 -3.28471
H 4.41972 0.68574 -4.06479
H 4.52459 1.56235 -5.58681
H 3.54719 2.21115 -4.26994
H 2.99395 -0.36264 -5.83881
H 2.12988 1.15959 -6.04564
H 2.72370 0.64888 -2.48467
H 0.39922 -0.46155 -1.35624
H 0.13001 -0.61895 -5.54159
H -1.35906 -2.33138 -3.78357
H -2.15080 -0.73724 -3.73756
H -1.61645 -1.51041 -2.23318
*
```

What are the Löwdin partial charges on each atom? They are as follows, in elementary charge units: 0.120, -0.220, -0.344, 0.954, -0.331, -0.311, 0.065, -0.875, 0.538, -0.771, -0.105, 0.662, 0.033, 0.087, 0.066, 0.090, 0.072, 0.115, 0.089, 0.065, 0.076, -0.073, -0.156, -0.038, 0.012, 0.010, -0.083, -0.015, 0.036, 0.084, 0.091, 0.090, 0.134, 0.133, 0.133, 0.090, 0.176, 0.108, 0.108, 0.084

No. 2
The following is a quantum chemistry calculation of 2 unconnected molecules or ions with the total composition C13H12I2O8 in a non-equilibrium geometry, from the Open Molecules 2025 dataset.

Calculated values
HOMO-LUMO gap   3.41 eV
Calculated total energy   -1699.82284 Eh

ORCA input file:
```
! wB97M-V def2-TZVPD RIJCOSX def2/J DEFGRID3
* xyz -2 1
C -1.83545 0.29842 -5.43760
C -0.84563 -0.69770 -4.90570
I -0.30159 -2.23825 -6.23310
C -0.29727 -0.66225 -3.69503
I -0.81262 0.86505 -2.34509
O 0.62521 -1.62980 -3.35917
C 0.76528 -1.87637 -1.99489
O 0.33241 -2.88205 -1.52844
O 1.38211 -0.91289 -1.32191
C 2.75938 -1.13878 -0.98394
C 3.06726 -0.17174 0.14564
C 2.36232 -0.49040 1.45769
O 0.98982 -0.52747 1.20792
H -2.27671 -0.05975 -6.36424
H -2.64341 0.47561 -4.73276
H -1.30952 1.22833 -5.65663
H 3.37730 -0.87511 -1.84834
H 2.93632 -2.18210 -0.71739
H 4.14494 -0.11705 0.32193
H 2.72905 0.81376 -0.17714
H 2.59255 0.32103 2.15976
H 2.71188 -1.44176 1.88754
H 0.42460 -0.36443 2.01626
C -2.27318 2.23447 4.29411
C -2.09238 2.52736 2.93440
C -1.54002 1.36112 2.06542
O -1.40562 1.50496 0.83879
C -1.17752 0.14975 2.72597
C -1.34460 -0.13782 4.09377
C -1.99640 0.99647 4.93943
O -2.25110 0.81099 6.14071
O -1.02190 -1.19484 4.66044
O -2.33407 3.61558 2.37567
H -2.66829 3.00711 4.94940
H -0.77314 -0.60943 2.08649
*
```

What are the Löwdin partial charges on each atom? They are as follows, in elementary charge units: -0.231, -0.809, 0.831, -0.780, 1.187, -0.081, -0.606, 0.197, -0.096, -0.148, -0.157, -0.275, -0.099, 0.034, 0.047, 0.071, 0.122, 0.134, 0.109, 0.123, 0.119, 0.114, 0.039, -0.042, -0.430, -0.375, -0.102, -0.051, -0.401, -0.413, -0.063, -0.047, -0.076, 0.082, 0.073